Molecular formula: C24H26FN3O6
Method: DFT, ωB97M-V/def2-TZVPD

The geometry in XYZ format:
```
60
Properties=species:S:1:pos:R:3:forces:R:3:nbo_charge:R:1
H 2.272821 -9.337306 0.908441 -0.2 0.0 0.1 0.19
H -2.346493 7.282026 1.380322 0.0 0.1 0.1 0.23
H -1.947274 0.739888 -1.572550 0.0 0.2 0.1 0.25
O 1.037475 3.599424 -2.083438 0.3 0.2 -0.2 -0.63
H 0.826104 -9.614573 1.894497 0.1 0.1 -0.1 0.19
C 2.260302 0.782341 -1.740949 -0.2 0.0 0.4 -0.45
C -1.899292 2.651772 -0.534582 0.0 -0.4 -0.1 0.70
C 0.850555 -3.378250 2.309315 -0.1 0.0 -0.1 -0.26
O -1.292257 -1.521215 -0.930286 -0.1 -0.2 -0.2 -0.62
C 1.222611 -4.694150 2.469521 0.0 -0.2 -0.1 -0.13
H 2.003572 -0.705329 -0.194510 0.1 0.0 0.0 0.18
H 2.853495 0.147601 -2.400452 0.1 0.0 0.0 0.22
C -0.919257 7.215194 -1.691170 -0.1 0.2 0.2 -0.28
C 0.549887 -10.025630 -0.220365 0.1 0.4 0.2 -0.62
H -0.199800 -6.000587 -0.305200 0.0 0.0 -0.1 0.23
C -1.903769 6.866768 0.489199 0.1 0.2 -0.1 -0.28
C 1.266168 -7.054424 1.744007 0.2 -0.1 0.3 0.78
H 0.910492 -9.646534 -1.172829 0.0 0.0 -0.1 0.21
H -0.609006 7.896875 -2.466764 0.0 0.1 -0.1 0.23
H 3.543701 0.184380 -0.118666 -0.1 -0.1 0.0 0.17
H 2.407701 2.998294 0.075096 0.0 0.0 0.0 0.19
H 2.064796 2.750738 1.801545 0.1 0.1 0.0 0.19
H 0.391192 -0.264107 -2.094313 0.0 0.1 -0.1 0.23
O 1.883302 1.078731 0.701248 -0.1 -0.1 0.1 -0.57
C 0.093029 -5.261913 0.423671 0.2 -0.1 0.3 -0.16
O 0.823599 -7.877239 0.785812 -0.2 0.2 -0.2 -0.51
C -1.294115 1.299228 -0.888522 -0.3 -0.3 0.3 -0.12
H 3.598634 2.165357 1.107905 0.0 0.0 0.0 0.17
C -1.115825 0.478310 0.393747 -0.2 0.1 -0.3 -0.53
H 0.807807 -11.077146 -0.135533 0.0 -0.1 0.0 0.22
H 2.625900 1.804532 -1.837775 0.1 -0.1 -0.1 0.24
H -0.531412 -9.921097 -0.191588 -0.1 0.0 0.0 0.21
C -0.281331 -3.943808 0.257467 -0.1 0.2 -0.2 -0.21
O 1.933126 -7.427254 2.680328 -0.1 0.0 -0.1 -0.60
H 1.806865 -5.007879 3.320941 0.0 0.0 0.1 0.24
C 2.464313 0.280516 -0.308879 0.2 -0.1 -0.3 -0.06
H -0.864651 -3.646471 -0.597511 0.0 0.0 0.0 0.25
H 1.142797 -2.638821 3.041669 0.0 0.1 0.1 0.21
H 0.797722 0.983899 -3.291391 -0.1 -0.1 0.1 0.21
C -0.908145 -0.998869 0.092468 0.1 0.5 0.3 0.70
C 1.180073 -9.252462 0.922461 0.2 -0.5 0.1 -0.07
C 0.846518 -5.650840 1.527852 -0.1 0.2 -0.1 -0.19
F -1.647652 9.036519 -0.388326 0.0 -0.1 0.0 -0.32
C 0.094183 -2.989830 1.201553 0.0 -0.4 -0.1 0.16
C -1.489913 7.704638 -0.530485 0.0 -0.2 0.0 0.40
C 2.529627 2.313881 0.918957 0.0 0.1 0.0 -0.26
C 0.111070 2.999211 -1.596586 -0.1 -0.1 0.2 0.81
H -0.318892 5.450244 -2.733633 0.0 0.0 0.0 0.24
O -2.940706 2.841101 0.038641 -0.1 0.0 0.1 -0.57
H -2.055234 4.833942 1.125991 0.0 0.0 0.0 0.24
H -0.271463 0.874155 0.958387 -0.1 0.0 0.0 0.26
H -2.030744 0.578906 0.984860 0.0 0.0 0.0 0.26
C -1.734759 5.502858 0.344503 0.1 -0.1 -0.1 -0.21
N -0.255233 -1.641823 1.099134 0.2 0.1 0.4 -0.60
N -1.006681 3.596098 -0.965600 0.1 0.1 -0.1 -0.50
C 0.808470 0.734322 -2.223591 0.5 0.1 -0.2 -0.22
C -1.168088 4.993385 -0.819060 0.0 0.4 0.0 0.19
C -0.764770 5.849419 -1.837950 -0.1 -0.1 0.1 -0.21
N -0.056070 1.663601 -1.525031 -0.1 0.0 0.0 -0.43
H 0.059863 -1.068989 1.871114 -0.1 0.0 -0.2 0.41
```
Forces are in eV/Å.

Results
LUMO level in hartree: 0.0140
2S+1: 1
Charge: 0
HOMO level in eV: -8.93
Relative energy (zero: lowest compared OMol25 entry of this formula, charge and spin) in kcal/mol: 2.4